The following is a DFT calculation (ωB97M-V/def2-TZVPD) of the ion CH4N3 with charge +1.

Each line ends with the natural charge from an NBO analysis.
Atoms and positions in Å:
C1 0.321 0.310 -0.508  0.428
N1 -1.984 0.495 0.075  -0.284
N2 -0.928 -0.090 -0.202  -0.227
N3 1.544 0.425 0.025  -0.650
H1 -2.884 0.046 -0.024  0.394
H2 -0.932 -0.943 -0.824  0.441
H3 1.557 0.463 1.034  0.432
H4 2.372 0.503 -0.555  0.466

The net charge is +1. For the HOMO energy (alpha / beta), the calculation gives -14.9 / -14.9 eV.



The following is a DFT calculation (ωB97M-V/def2-TZVPD) of a cluster of 2 separate species, CH4N3 in total.

Each line ends with the natural charge from an NBO analysis.
Atoms and positions in Å:
C1 -1.286 0.468 0.187  0.484
N1 2.419 -0.191 -0.009  -0.155
N2 1.408 0.459 0.023  -0.178
N3 -2.291 -0.199 -0.065  -0.878
H1 3.386 0.124 -0.365  0.380
H2 1.110 1.530 0.119  0.399
H3 -2.498 -1.104 0.212  0.459
H4 -3.174 0.117 -0.647  0.488

The net charge is +1. For the HOMO energy (alpha / beta), the calculation gives -14.1 / -12.5 eV.



The following is a DFT calculation (ωB97M-V/def2-TZVPD) of a structure of composition CH4N3O.

Each line ends with the natural charge from an NBO analysis.
Atoms and positions in Å:
C1 1.159 -0.617 0.018  -0.469
N1 -1.849 1.451 -0.027  -0.550
N2 0.665 0.633 -0.067  -0.621
N3 -1.224 0.391 -0.089  0.380
O1 -1.668 -0.722 -0.145  -0.498
H1 1.865 -0.889 0.929  0.102
H2 1.762 -0.981 -0.932  0.090
H3 0.327 -1.389 0.120  0.229
H4 -1.038 2.123 0.194  0.337

The net charge is -1. For the HOMO energy, the calculation gives -2.4 eV.



Values for strongest force on any atom, eV Å⁻¹, ordered as above
5.25, 4.11, 4.45
Values for total energy, Eh, ordered as above
-204.33458, -204.25240, -279.85345
Values for relative energy (zero: lowest compared OMol25 entry of this formula, charge and spin), eV, ordered as above
4.6578, 6.8941, 1.4477